[1]
The following is a DFT calculation (ωB97M-V/def2-TZVPD) of a molecular structure, C3H3O9Rb at a distorted geometry.

Output
E_LUMO, eV: 4.04
2S+1: 1
Total charge: -2

Each line ends with the Mulliken charge.
Geometry (Å):
H -16.46254 -4.24422 -6.42869  0.36
O -16.16207 -7.06189 -4.99598  -0.44
O -14.75026 -5.42290 -5.02069  -0.68
O -11.43091 -7.32965 -5.75676  -0.66
Rb -12.66834 -5.11642 -7.14341  0.97
O -16.83578 -3.55478 -6.98273  -0.47
H -17.11531 -6.96597 -4.93467  0.29
O -15.28519 -4.37756 -8.23514  -0.72
O -11.54290 -9.16351 -4.54943  -0.43
C -16.26853 -3.61849 -8.15284  0.60
O -10.43583 -9.16271 -6.47269  -0.78
H -11.56713 -9.98101 -5.05214  0.30
O -16.82167 -5.18939 -4.34739  -0.74
C -15.90768 -5.84780 -4.76846  0.61
O -16.64391 -2.93395 -9.06364  -0.76
C -11.12549 -8.51049 -5.63085  0.56

[2]
The following is a DFT calculation (ωB97M-V/def2-TZVPD) of a single C3H3P molecule at a distorted geometry.

Output
E_LUMO, eV: -0.26
2S+1: 1
SMILES: C#CP=C

Each line ends with the Mulliken charge.
Geometry (Å):
H 1.39328 -0.98710 -0.32388  0.24
C -2.20385 -0.17549 0.16107  0.00
H 2.64241 0.57162 0.02270  0.27
C 1.67414 0.08864 -0.10900  -0.48
C -1.01867 0.25660 0.17873  -0.25
P 0.46816 1.18985 0.20336  -0.08
H -2.95547 -0.94411 -0.13298  0.30

[3]
The following is a DFT calculation (ωB97M-V/def2-TZVPD) of a molecular structure, C3H3P at a distorted geometry.

Output
E_LUMO (alpha / beta), eV: -0.24 / -1.40
2S+1: 3

Each line ends with the Mulliken charge.
Geometry (Å):
C -0.01830 1.25723 -0.80009  -0.40
H -1.22776 -1.76517 0.56875  0.34
H 1.49758 -0.48526 1.41141  0.06
C -0.68709 -1.08958 -0.09473  -0.24
C -0.86123 0.53103 -0.10081  -0.05
H 0.25520 2.21436 -1.02049  0.35
P 1.04159 -0.66261 0.03596  -0.06

Going through the records in order, we get relative energy (zero: lowest compared OMol25 entry of this formula, charge and spin) values of 37.8 5.2 53.6 kcal per mole.